Here is a gas-phase ion, C3H11N3 (charge -1) in a non-equilibrium geometry from the OMol25 dataset. Energies are from ωB97M-V with the def2-TZVPD basis set.

ORCA input file:
```
! wB97M-V def2-TZVPD RIJCOSX def2/J DEFGRID3
* xyz -1 2
C 0.354 -0.838 0.053
N -0.459 0.149 0.797
C 0.092 1.128 1.671
N 0.917 2.131 0.907
C 0.145 -0.953 -1.432
N -1.079 -1.753 -1.877
H 0.176 -1.820 0.576
H 1.455 -0.885 0.259
H -1.019 0.636 0.121
H 0.793 0.734 2.387
H -0.725 1.657 2.224
H 1.635 1.640 0.388
H 0.454 2.945 0.550
H 0.417 -0.104 -2.041
H 1.056 -1.537 -1.866
H -1.832 -1.171 -2.235
H -1.425 -2.142 -1.015
*
```

Strongest force on any atom in Eh/bohr: 0.064
ΔE to the lowest compared entry with this formula, charge and spin in kJ/mol: 139.62
HOMO energy (alpha / beta) in eV: 1.46 / -4.50
Molecular weight in g/mol: 89.142

In elementary charge units, the natural (NBO) charges are: -0.4181, -0.6840, -0.1443, -1.0228, -0.6237, -0.8656, 0.1662, 0.1820, 0.3449, 0.1703, 0.1694, 0.3512, 0.3423, 0.1912, 0.1646, 0.3341, 0.3423


Here is a molecular structure, C44H47N2O3PtSSi in a non-equilibrium geometry from the OMol25 dataset. Energies are from ωB97M-V with the def2-TZVPD basis set.

ORCA input file:
```
! wB97M-V def2-TZVPD RIJCOSX def2/J DEFGRID3
* xyz -1 1
Pt -0.182 0.751 -0.677
C 2.891 -1.098 1.376
C 1.662 -0.270 1.638
O 1.420 0.737 0.971
N 0.929 -0.644 2.716
C -0.448 -0.213 2.919
C -1.417 -1.236 2.354
C -2.470 -1.768 3.081
C -3.258 -2.746 2.487
C -2.948 -3.171 1.208
C -1.865 -2.588 0.562
N -1.131 -1.634 1.118
H 3.336 -0.768 0.443
H 2.621 -2.150 1.275
H 3.607 -0.985 2.192
H 1.162 -1.544 3.106
H -0.544 0.738 2.385
H -0.645 -0.050 3.978
H -2.673 -1.422 4.087
H -4.096 -3.174 3.023
H -3.525 -3.940 0.711
H -1.561 -2.896 -0.434
S -1.068 2.619 0.322
C -0.011 3.947 -0.184
C -0.584 5.103 -0.711
C 0.212 6.167 -1.116
C 1.593 6.095 -0.996
C 2.169 4.955 -0.447
C 1.378 3.895 -0.035
H -1.660 5.146 -0.827
H -0.249 7.053 -1.538
H 2.214 6.915 -1.336
H 3.246 4.893 -0.335
H 1.825 3.009 0.395
O 0.922 -0.922 -1.271
Si 1.421 -1.877 -2.435
C 2.466 -3.277 -1.692
C 3.657 -3.730 -2.261
C 4.350 -4.813 -1.728
C 3.866 -5.462 -0.602
C 2.686 -5.023 -0.013
C 2.000 -3.946 -0.556
C 2.544 -0.992 -3.663
C 2.731 -1.395 -4.986
C 3.585 -0.704 -5.836
C 4.281 0.403 -5.368
C 4.109 0.821 -4.056
C 3.242 0.133 -3.218
C 0.074 -2.808 -3.383
C 0.324 -4.050 -3.975
C -0.671 -4.745 -4.650
C -1.948 -4.209 -4.744
C -2.220 -2.979 -4.161
C -1.220 -2.288 -3.488
H 4.053 -3.228 -3.137
H 5.271 -5.147 -2.192
H 4.402 -6.308 -0.189
H 2.302 -5.523 0.869
H 1.075 -3.614 -0.093
H 2.191 -2.258 -5.363
H 3.699 -1.020 -6.866
H 4.950 0.941 -6.029
H 4.636 1.696 -3.692
H 3.082 0.480 -2.202
H 1.314 -4.491 -3.902
H -0.452 -5.708 -5.097
H -2.728 -4.750 -5.267
H -3.212 -2.549 -4.233
H -1.449 -1.329 -3.036
C -0.351 1.100 -5.077
C -0.549 2.436 -4.356
C 0.676 2.766 -3.519
C -1.890 2.474 -3.630
C -2.790 3.434 -4.094
C -4.075 3.552 -3.601
C -4.500 2.631 -2.659
C -3.660 1.633 -2.182
C -4.300 0.594 -1.261
C -3.771 0.565 0.170
C -4.219 -0.807 -1.879
C -2.308 1.586 -2.611
O -1.531 0.596 -2.131
H 0.522 1.147 -5.733
H -1.226 0.836 -5.675
H -0.183 0.308 -4.351
H -0.611 3.220 -5.118
H 0.822 2.042 -2.717
H 0.589 3.757 -3.080
H 1.567 2.741 -4.151
H -2.461 4.102 -4.883
H -4.746 4.317 -3.971
H -5.522 2.669 -2.295
H -5.359 0.868 -1.206
H -2.719 0.289 0.181
H -4.329 -0.171 0.759
H -3.865 1.541 0.645
H -3.178 -1.114 -1.970
H -4.673 -0.820 -2.873
H -4.744 -1.533 -1.250
*
```

Strongest force on any atom in Eh/bohr: 0.022
ΔE to the lowest compared entry with this formula, charge and spin in kJ/mol: 0.00
HOMO energy in eV: -4.22
Molecular weight in g/mol: 907.102

In elementary charge units, the Mulliken charges are: 1.9947, -1.2389, 0.7431, -0.7269, -0.1135, -0.6694, 0.7767, -1.0671, -0.4668, -0.9328, -0.0190, 0.5170, 0.1450, 0.2529, 0.4918, 0.2669, -0.0299, 0.3969, 0.4321, 0.3620, 0.4806, 0.2014, -0.6275, 0.0641, -0.3855, -0.5629, -0.4399, -0.7197, -0.1136, 0.3839, 0.3384, 0.3554, 0.3832, 0.4252, 0.8732, -1.5027, 0.5080, -0.3418, -0.6794, -0.5799, -0.3977, -0.6719, 0.6963, -0.1277, -0.6351, -0.5754, -0.5588, -0.1320, 0.4196, -0.2995, -0.6799, -0.7194, -0.7344, 0.8909, 0.3413, 0.3972, 0.3466, 0.3941, 0.3339, 0.3115, 0.3896, 0.3423, 0.4012, 0.0165, 0.3793, 0.3965, 0.3581, 0.4234, -0.1356, -1.5853, 0.6723, -1.1091, 0.2141, -1.1889, -1.2287, -1.2197, 0.6549, 0.6257, -0.9907, -1.4262, 0.4660, -0.0134, 0.5163, 0.3566, -0.0035, 0.6403, -0.1443, 0.1127, 0.5174, 0.3540, 0.3477, 0.3559, 0.7605, -0.5803, 0.4939, 0.3462, -0.1698, 0.4119, 0.4671


Here is C8H9ClO in the gas phase in a non-equilibrium geometry from the OMol25 dataset. Energies are from ωB97M-V with the def2-TZVPD basis set.

ORCA input file:
```
! wB97M-V def2-TZVPD RIJCOSX def2/J DEFGRID3
* xyz 0 1
C 1.191 -2.015 1.190
C 0.305 -1.095 1.040
C -0.257 -0.526 -0.301
C 0.701 0.486 -0.907
C 0.489 1.765 -0.754
C -0.539 2.278 0.125
C -1.407 1.371 0.552
Cl -2.669 1.895 1.716
C -1.652 0.051 -0.100
O -2.279 0.259 -1.369
H 1.547 -2.475 2.147
H 1.596 -2.373 0.224
H -0.318 -0.496 1.660
H -0.230 -1.385 -0.896
H 1.379 -0.024 -1.527
H 1.149 2.516 -1.140
H -0.400 3.083 0.812
H -2.340 -0.687 0.461
H -1.537 0.581 -1.947
*
```

Strongest force on any atom in Eh/bohr: 0.083
ΔE to the lowest compared entry with this formula, charge and spin in kJ/mol: 19.65
HOMO energy in eV: -8.95
Molecular weight in g/mol: 156.612
SMILES: C=C[C@@H]1C=CC=C(Cl)[C@H]1O

In elementary charge units, the natural (NBO) charges are: -0.3984, -0.1541, -0.3279, -0.1496, -0.2412, -0.2734, 0.0480, -0.0359, 0.0201, -0.6920, 0.2217, 0.1901, 0.2003, 0.2281, 0.2145, 0.2183, 0.2396, 0.2234, 0.4685